Below is a molecular structure, C33H50N5PPd, with properties calculated with wB97M-V/def2-TZVPD.

The geometry in XYZ format:
```
90
Properties=species:S:1:pos:R:3:mulliken_charge:R:1
Pd 0.016 0.254 0.472 -0.198
C -5.309 -1.308 -1.192 -1.775
C -4.341 -0.710 -0.168 1.389
C -5.016 0.432 0.597 -1.423
C -3.776 -1.756 0.781 0.829
C -4.664 -2.331 1.683 0.024
C -4.258 -3.122 2.742 -1.809
C -2.888 -3.324 2.907 -0.031
C -1.960 -2.814 2.023 1.095
C -0.492 -3.134 2.199 2.549
C -0.070 -3.397 3.639 -2.002
C -0.127 -4.321 1.300 -1.608
C -2.369 -2.042 0.868 -1.362
N -1.417 -1.619 0.001 0.646
C -1.710 -1.452 -1.347 -1.398
C -1.058 -0.591 -2.155 -0.264
N -0.156 0.370 -1.726 1.744
C 0.502 1.063 -2.711 -0.732
C 0.721 2.481 -2.525 0.240
C 1.227 3.264 -3.542 -0.220
C 1.561 2.737 -4.786 -1.441
C 1.456 1.372 -4.948 -0.493
C 0.989 0.510 -3.953 -0.025
C 1.254 -0.967 -4.294 0.136
C 0.204 -1.669 -5.167 -1.444
C 1.708 -1.822 -3.119 -1.195
C 0.322 3.131 -1.226 3.163
C 1.010 4.466 -0.948 -2.190
C -1.196 3.296 -1.106 -1.104
H -5.703 -0.532 -1.857 0.436
H -6.158 -1.788 -0.695 0.289
H -4.812 -2.063 -1.804 0.367
H -3.512 -0.269 -0.714 -0.345
H -5.887 0.086 1.162 0.319
H -5.351 1.209 -0.097 0.466
H -4.313 0.887 1.300 0.126
H -5.723 -2.103 1.575 0.264
H -4.975 -3.541 3.439 0.312
H -2.539 -3.911 3.751 0.186
H 0.059 -2.259 1.845 -1.064
H -0.501 -4.323 4.036 0.367
H -0.370 -2.574 4.291 0.412
H 1.018 -3.496 3.695 0.435
H -0.672 -5.216 1.621 0.337
H 0.943 -4.540 1.337 0.402
H -0.398 -4.098 0.268 0.340
H -2.473 -2.089 -1.799 -0.119
H -1.323 -0.569 -3.206 0.318
H 1.348 4.329 -3.372 0.225
H 1.939 3.369 -5.581 0.307
H 1.800 0.926 -5.880 0.351
H 2.139 -0.902 -4.940 0.645
H -0.774 -1.733 -4.697 0.263
H 0.530 -2.691 -5.384 0.412
H 0.089 -1.142 -6.119 0.307
H 0.973 -1.890 -2.325 -0.017
H 2.619 -1.388 -2.704 0.170
H 1.934 -2.836 -3.469 0.342
H 0.629 2.456 -0.421 -1.244
H 0.668 5.260 -1.622 0.399
H 2.097 4.384 -1.048 0.453
H 0.776 4.778 0.071 0.414
H -1.562 3.997 -1.866 0.253
H -1.454 3.688 -0.117 0.322
H -1.693 2.336 -1.235 0.028
N 0.145 4.286 2.891 -0.417
C -0.434 3.009 2.883 0.313
C 0.327 1.900 2.487 0.364
N -0.211 0.647 2.419 -0.722
C -1.539 0.582 2.772 0.088
C -2.226 1.680 3.191 -0.821
N -1.689 2.930 3.270 -0.792
H 1.145 4.285 3.020 0.246
H -0.337 4.908 3.521 0.255
H 1.388 2.004 2.295 -0.058
H -2.007 -0.391 2.697 0.426
H -3.262 1.583 3.498 0.482
C 5.036 -0.621 0.043 -1.427
P 3.211 -0.277 0.204 0.713
C 2.657 -2.029 0.209 -0.926
C 3.225 -0.037 2.037 -1.154
H 5.379 -1.381 0.753 0.333
H 5.602 0.299 0.209 0.401
H 5.251 -0.965 -0.972 0.377
H 3.122 -2.580 1.033 0.516
H 2.924 -2.510 -0.729 0.523
H 1.572 -2.063 0.303 -0.318
H 3.784 -0.839 2.531 0.470
H 2.198 -0.046 2.399 0.185
H 3.681 0.923 2.291 0.360
```

E_tot, eV: -55251.31864
Total charge: -2
F_max, eV Å⁻¹: 0.96
Frontier orbital gap, eV: 4.3
2S+1: 1

***

Below is 3 unconnected molecules or ions with the total composition C33H51F23N6O4P, with properties calculated with wB97M-V/def2-TZVPD.

The geometry in XYZ format:
```
118
Properties=species:S:1:pos:R:3:mulliken_charge:R:1
C 1.408 5.432 4.825 -1.143
C 0.487 4.428 4.083 -0.476
P 1.457 3.197 3.088 -0.193
C 2.624 4.124 1.971 -0.162
C 2.235 5.589 1.683 -1.204
N 0.237 2.583 1.927 0.363
C -0.080 1.340 1.941 -1.688
N 0.401 0.395 2.799 0.085
C -0.495 -0.779 2.752 -0.438
C 0.395 -1.881 2.138 -1.509
O -0.133 -3.158 2.584 -0.339
C 0.440 -4.222 2.014 0.861
F -0.330 -4.815 1.147 -0.261
F 0.662 -5.114 2.973 -0.272
F 1.609 -3.975 1.456 -0.251
C -1.701 -0.311 1.838 0.723
O -2.046 -1.488 1.211 -0.124
C -3.266 -1.535 0.439 -1.356
C -3.329 -0.797 -0.910 2.081
C -4.396 -1.553 -1.750 -1.702
C -3.817 0.670 -0.817 -0.870
C -3.947 1.401 -2.157 0.949
C -4.956 2.567 -1.958 -1.786
C -2.645 2.033 -2.656 -1.016
C -2.760 0.111 2.894 0.365
F -3.683 0.876 2.272 -0.343
F -3.425 -0.927 3.351 -0.314
C -2.303 0.921 4.140 0.707
F -2.045 0.138 5.181 -0.265
F -3.342 1.675 4.511 -0.322
N -0.985 0.715 1.108 1.191
C -0.347 0.386 -0.206 -1.229
C 1.172 0.571 -0.335 -0.157
C 1.539 -0.021 -1.726 0.218
C 3.058 0.128 -1.943 -1.527
N 3.470 0.043 -3.337 -0.347
C 2.846 1.033 -4.153 0.563
N 2.990 2.252 -3.949 -0.644
N 2.014 0.552 -5.183 -0.463
H 1.375 6.376 4.290 0.286
H 2.429 5.052 4.818 0.307
H 1.022 5.608 5.823 0.366
H -0.174 3.873 4.749 0.421
H -0.164 4.960 3.383 0.487
H 2.540 3.592 1.016 0.079
H 3.654 4.000 2.290 0.526
H 2.771 6.264 2.347 0.314
H 1.168 5.779 1.799 0.303
H 2.485 5.893 0.668 0.401
H -0.230 3.163 1.234 0.376
H 0.559 0.734 3.744 0.518
H -0.742 -1.242 3.708 0.439
H 1.388 -1.777 2.569 0.610
H 0.372 -1.891 1.051 0.355
H -4.157 -1.252 1.002 0.236
H -3.419 -2.587 0.216 0.513
H -2.418 -0.837 -1.511 -0.648
H -4.222 -2.629 -1.688 0.540
H -5.404 -1.331 -1.406 0.346
H -4.289 -1.308 -2.803 0.340
H -4.827 0.618 -0.396 0.541
H -3.236 1.291 -0.131 0.122
H -4.356 0.799 -2.967 0.160
H -5.972 2.213 -1.811 0.419
H -4.898 3.174 -2.862 0.467
H -4.590 3.202 -1.148 0.356
H -2.124 2.517 -1.819 0.279
H -1.935 1.314 -3.076 -0.233
H -2.795 2.806 -3.408 0.549
H -1.469 1.611 4.015 0.026
H -0.569 -0.615 -0.559 0.739
H -0.788 1.055 -0.946 -0.043
H 1.756 -0.011 0.378 0.218
H 1.490 1.612 -0.383 0.395
H 1.288 -1.085 -1.665 0.415
H 0.935 0.466 -2.492 0.049
H 3.409 1.062 -1.503 0.363
H 3.540 -0.688 -1.401 0.480
H 3.342 -0.896 -3.691 0.345
H 3.601 2.425 -3.158 0.306
H 1.081 0.871 -4.943 0.150
H 1.957 -0.456 -5.096 0.237
C -1.946 -2.111 -8.449 -0.733
C -3.388 -1.600 -8.331 0.893
C -3.567 -0.084 -8.353 0.050
F -2.924 0.502 -7.314 -0.163
F -4.881 0.217 -8.239 -0.275
F -3.960 -2.128 -7.224 -0.255
F -4.072 -2.099 -9.395 -0.327
O -1.298 -2.446 -7.232 -0.410
C -0.691 -1.444 -6.521 0.694
C -1.358 -1.243 -5.158 0.281
F -2.659 -0.937 -5.301 -0.284
F -0.773 -0.208 -4.485 -0.282
F -0.650 -0.306 -7.236 -0.273
F 0.601 -1.830 -6.331 -0.340
H -2.007 -3.054 -8.989 0.406
H -1.330 -1.463 -9.072 0.317
H -3.197 0.342 -9.290 0.274
H -1.280 -2.147 -4.550 0.279
C 3.913 -3.110 4.220 -0.655
C 5.092 -4.066 4.451 0.802
C 4.939 -5.057 5.603 0.111
F 4.799 -4.416 6.785 -0.218
F 6.049 -5.825 5.683 -0.272
F 6.225 -3.344 4.592 -0.284
F 5.236 -4.793 3.308 -0.322
O 4.026 -1.811 4.776 -0.409
C 3.660 -1.627 6.093 0.746
C 4.843 -1.200 6.961 0.194
F 5.820 -2.126 6.919 -0.216
F 4.441 -1.076 8.245 -0.261
F 3.048 -2.723 6.575 -0.284
F 2.737 -0.628 6.101 -0.266
H 3.879 -2.933 3.145 0.437
H 2.956 -3.574 4.463 0.336
H 4.077 -5.712 5.445 0.306
H 5.248 -0.245 6.617 0.243
```

E_tot, eV: -123962.84850
Total charge: +1
F_max, eV Å⁻¹: 4.94
Frontier orbital gap, eV: 8.4
2S+1: 1

***

Below is a molecular structure, C33H51N5PRbSSi2Te, with properties calculated with wB97M-V/def2-TZVPD.

The geometry in XYZ format:
```
95
Properties=species:S:1:pos:R:3:mulliken_charge:R:1
Rb 1.399 0.553 -0.250 0.644
C 3.651 0.355 4.290 -0.735
C 2.953 0.752 3.140 -0.168
N 3.342 0.434 1.922 -0.082
C 4.456 -0.294 1.742 -0.381
C 5.202 -0.793 2.877 1.237
C 4.722 -0.493 4.165 -0.671
C 6.392 -1.511 2.656 -0.913
C 6.791 -1.891 1.388 -0.678
C 6.080 -1.445 0.225 -0.453
C 4.932 -0.606 0.384 -0.076
N 4.041 -0.282 -0.620 0.551
C 4.370 0.022 -1.893 0.206
C 5.651 0.508 -2.297 -0.927
C 5.831 1.017 -3.578 -0.688
C 4.875 0.897 -4.560 -1.049
C 3.653 0.260 -4.249 1.041
C 2.671 0.036 -5.236 -0.499
C 1.449 -0.529 -4.891 -0.931
C 1.274 -0.838 -3.535 -0.427
N 2.118 -0.597 -2.571 0.282
C 3.371 -0.120 -2.924 -0.030
H 3.433 0.880 5.215 0.369
H 2.202 1.518 3.205 0.360
H 5.203 -0.849 5.103 0.327
H 6.893 -1.894 3.559 0.279
H 7.666 -2.502 1.327 0.414
H 6.423 -1.650 -0.773 0.559
H 6.392 0.644 -1.501 0.413
H 6.811 1.443 -3.847 0.324
H 5.075 1.239 -5.560 0.377
H 2.856 0.201 -6.333 0.303
H 0.672 -0.708 -5.591 0.466
H 0.315 -1.296 -3.201 0.442
C -1.628 4.857 -0.967 -1.004
N -1.012 4.652 0.329 0.143
C -1.753 4.839 1.583 -0.323
C -0.759 4.359 2.636 -0.479
N 0.393 3.979 1.820 -0.072
C 0.220 4.109 0.456 0.002
S 1.285 3.724 -0.825 -0.371
H -2.320 5.777 -0.933 0.281
H -2.199 3.987 -1.319 0.292
H -0.765 4.977 -1.612 0.342
H -2.670 4.171 1.648 0.030
H -2.085 5.873 1.647 0.388
H -1.156 3.413 3.154 0.181
H -0.597 5.106 3.386 0.337
H 1.347 3.843 2.245 0.301
C 0.173 -5.529 0.508 -1.370
P 0.435 -3.907 -0.308 0.783
C 0.592 -4.582 -2.058 -1.126
C 2.253 -3.741 -0.009 -1.046
H 0.836 -6.329 0.127 0.391
H -0.849 -5.947 0.495 0.362
H 0.368 -5.362 1.566 0.344
H 1.234 -5.467 -2.103 0.372
H 1.193 -3.782 -2.530 0.208
H -0.379 -4.585 -2.581 0.338
H 2.748 -4.704 -0.219 0.358
H 2.562 -3.505 1.020 0.366
H 2.691 -2.982 -0.726 0.060
C -5.946 2.878 -2.844 -0.973
Si -6.228 1.641 -1.465 0.228
C -7.836 0.822 -1.715 -1.014
C -6.115 2.485 0.201 -0.550
C -4.885 0.363 -1.768 -0.951
Te -3.055 0.382 -0.549 0.150
C -2.818 -1.518 0.564 -0.867
Si -2.449 -1.590 2.434 0.231
C -3.785 -0.757 3.370 -0.977
C -0.766 -0.816 2.793 -0.335
C -2.415 -3.408 3.061 -1.037
H -6.598 3.789 -2.831 0.311
H -5.982 2.498 -3.864 0.342
H -4.941 3.273 -2.699 0.229
H -8.784 1.438 -1.659 0.300
H -8.027 -0.040 -1.042 0.314
H -7.892 0.330 -2.695 0.315
H -6.721 3.381 0.250 0.376
H -5.063 2.705 0.379 -0.087
H -6.485 1.816 1.011 0.267
H -4.376 0.520 -2.762 0.405
H -5.235 -0.686 -1.620 0.397
H -2.093 -2.084 0.030 0.353
H -3.738 -2.065 0.326 0.431
H -4.032 0.198 2.864 0.214
H -3.545 -0.411 4.415 0.300
H -4.719 -1.313 3.374 0.323
H -0.630 0.212 2.438 0.000
H -0.051 -1.501 2.290 0.070
H -0.678 -0.851 3.896 0.328
H -2.793 -3.473 4.111 0.323
H -1.490 -3.903 3.004 0.315
H -3.151 -4.022 2.481 0.301
```

E_tot, eV: -86327.97017
F_max, eV Å⁻¹: 2.62
Frontier orbital gap, eV: 5.6
2S+1: 1